18
Properties=species:S:1:pos:R:3 method="wB97M-V/def2-TZVPD" smiles="CNCCCC=O" homo_energy_ev=-8.79 e_above_lowest_kj_mol=160.4 e_lumo_ev=0.97 gap_ev=9.75 total_charge=0
C -1.96394 1.30556 0.05425
N -0.79921 0.90545 -0.69310
C -0.64713 -0.55433 -0.80453
C 0.11606 -1.23610 0.34655
C 1.37605 -0.49071 0.81884
C 2.20816 0.14881 -0.25106
O 2.78517 1.19766 -0.13625
H -1.94987 2.38705 0.19538
H -2.06976 0.79770 1.02052
H -2.84035 1.11435 -0.56513
H 0.07694 1.30003 -0.37292
H -1.63275 -1.01943 -0.88552
H -0.09710 -0.76170 -1.73070
H 0.34923 -2.26942 0.12096
H -0.54319 -1.37165 1.21878
H 1.13405 0.18997 1.62556
H 2.13192 -1.18617 1.21056
H 2.36571 -0.45708 -1.17219


59
Properties=species:S:1:pos:R:3 method="wB97M-V/def2-TZVPD" smiles="CC[C@@H]1CCCCN1CCCNC(=O)c1ccc(CS(=O)(=O)c2ccc(Br)cc2)o1" homo_energy_ev=-8.73 e_above_lowest_kj_mol=0.0 e_lumo_ev=0.53 gap_ev=9.26 total_charge=0
C -3.92460 -3.01370 1.82224
C -3.76744 -2.17174 0.56152
C -4.63689 -0.90474 0.59307
C -6.11393 -1.19346 0.26902
C -6.34147 -1.47478 -1.21442
C -5.76008 -0.33853 -2.04932
C -4.28494 -0.15859 -1.68435
N -4.06326 0.12744 -0.27514
C -4.42936 1.48532 0.12212
C -3.53718 2.01386 1.25168
C -2.09246 2.21740 0.80023
N -1.50352 0.96215 0.39358
C -0.36738 0.49406 0.94193
O 0.31132 1.11097 1.74553
C 0.06658 -0.81693 0.40643
C -0.30423 -1.54460 -0.69762
C 0.58785 -2.63482 -0.77240
C 1.44332 -2.50349 0.29015
C 2.68018 -3.20447 0.65235
S 4.07625 -2.32296 -0.21417
O 4.13444 -2.82723 -1.55874
O 5.25020 -2.43576 0.60570
C 3.51924 -0.61698 -0.26495
C 3.65880 0.18335 0.85294
C 3.10070 1.44964 0.85595
C 2.40386 1.87393 -0.26416
Br 1.57696 3.56966 -0.25264
C 2.28147 1.08140 -1.39522
C 2.84914 -0.18035 -1.39165
O 1.12413 -1.40713 1.00174
H -3.28785 -3.89338 1.76583
H -4.95171 -3.34680 1.94945
H -3.63812 -2.44144 2.70183
H -2.72190 -1.86947 0.47432
H -4.01318 -2.78208 -0.30773
H -4.58771 -0.51211 1.61468
H -6.45489 -2.03796 0.86819
H -6.71451 -0.32675 0.55680
H -5.86056 -2.41358 -1.49698
H -7.41090 -1.58105 -1.40821
H -5.85126 -0.55866 -3.11400
H -6.30400 0.58676 -1.84693
H -3.74784 -1.08192 -1.92275
H -3.84081 0.64886 -2.27307
H -4.30650 2.13845 -0.74537
H -5.47931 1.55320 0.44067
H -3.55230 1.32333 2.09587
H -3.93712 2.97015 1.59109
H -1.48207 2.62572 1.60953
H -2.06039 2.91712 -0.04310
H -2.15660 0.35480 -0.09766
H -1.09427 -1.32031 -1.38485
H 0.60438 -3.40955 -1.51063
H 2.70944 -4.22916 0.29790
H 2.89953 -3.13774 1.71333
H 4.19409 -0.19392 1.70946
H 3.17254 2.08430 1.72444
H 1.73917 1.44061 -2.25648
H 2.77598 -0.83659 -2.24430


113
Properties=species:S:1:pos:R:3 method="wB97M-V/def2-TZVPD" homo_energy_ev="-6.91 / -7.57" e_above_lowest_kj_mol=280.5 multiplicity=3 e_lumo_ev="-0.67 / -1.04" gap_ev="6.23 / 6.53" total_charge=0
W 0.57672 0.05737 -0.02280
C -0.25871 1.52358 -4.19008
C 0.28868 0.69387 -3.06215
N 0.17954 1.11438 -1.79959
N -0.27755 2.42640 -1.75795
C -0.31308 3.04782 -0.64012
S 0.13788 2.37804 0.89304
S -1.00732 4.67523 -0.74704
C 0.42823 5.74361 -0.30816
C 0.83693 5.70524 1.13326
C 2.05553 5.15542 1.51091
C 2.43486 5.13616 2.84510
C 1.59677 5.66875 3.81189
C 0.37760 6.22085 3.44257
C 0.00072 6.23832 2.10993
C 0.98244 -0.51477 -3.40658
C 0.98215 -0.96853 -4.74167
C 1.70952 -2.06385 -5.13535
C 2.51132 -2.73503 -4.21246
C 2.51671 -2.33890 -2.89358
C 1.72654 -1.27171 -2.46718
O 1.67323 -0.99207 -1.17848
H -0.62159 2.47519 -3.82949
H -1.08682 0.98965 -4.66138
H 0.51155 1.69664 -4.94120
H 0.07140 6.73663 -0.58169
H 1.24228 5.46031 -0.97316
H 2.71540 4.74210 0.75697
H 3.38947 4.70795 3.12337
H 1.89215 5.65053 4.85295
H -0.27919 6.64316 4.19265
H -0.94976 6.66722 1.81324
H 0.37170 -0.46096 -5.47375
H 1.66305 -2.39838 -6.16269
H 3.10777 -3.58158 -4.52410
H 3.10292 -2.86763 -2.15345
S -1.26154 -1.52544 -0.76261
C 0.53718 -4.02890 -0.53494
C 0.68581 -3.37456 0.56902
N 0.98209 -3.20563 1.75081
C -0.05483 -4.09151 -1.71644
S -1.09053 -2.75632 -2.35381
C 0.05841 -5.19147 -2.60394
N 0.14671 -6.08264 -3.32578
N 2.07305 -1.92431 3.44325
C 0.96449 -1.94388 2.48184
N 1.24996 -0.76477 1.66308
C 2.55974 -0.44713 2.00131
N 3.07777 -1.11349 2.97311
C 3.22138 0.55810 1.21562
C 4.48593 1.07769 1.49388
N 5.05671 1.99750 0.74466
C 4.35385 2.40084 -0.32544
C 3.10386 1.91970 -0.61757
N 2.49898 1.00220 0.15580
H 2.40558 -2.82750 3.74661
H 0.01605 -1.85014 3.01710
H 5.01766 0.71364 2.36405
H 4.82918 3.13860 -0.95802
H 2.54123 2.27345 -1.47238
O -1.37956 -0.03454 1.56948
P -2.80787 -0.09613 2.11667
C -3.96348 0.18304 0.68842
C -5.48943 0.22441 0.90127
C -6.17269 0.99164 -0.24224
C -5.48552 0.69354 -1.57243
C -4.05483 1.26504 -1.57478
C -3.50133 1.38514 -0.14822
C -3.00810 1.00364 3.60944
C -2.00735 2.15336 3.68799
C -2.45228 3.37566 2.89786
C -3.82862 3.85011 3.34759
C -4.83987 2.73057 3.13218
C -4.43783 1.47943 3.90952
C -2.90061 -1.76326 2.93137
C -4.03283 -2.05565 3.92154
C -5.32384 -2.50640 3.24357
C -5.06827 -3.72222 2.35577
C -3.99910 -3.40647 1.31142
C -2.70176 -2.93895 1.96905
H -3.73889 -0.70277 0.09280
H -5.76860 0.67616 1.85265
H -5.86948 -0.79940 0.90083
H -6.13531 2.06778 -0.05271
H -7.22475 0.70368 -0.28327
H -6.06017 1.11997 -2.39596
H -5.45676 -0.38996 -1.72386
H -4.03004 2.25056 -2.04595
H -3.40624 0.60682 -2.15285
H -3.84069 2.32167 0.30015
H -2.41552 1.41223 -0.18215
H -2.72517 0.29382 4.39509
H -1.03698 1.81043 3.33204
H -1.89098 2.43078 4.74141
H -2.48532 3.12630 1.83596
H -1.71140 4.16326 3.02122
H -4.12229 4.73520 2.77823
H -3.79831 4.12844 4.40651
H -4.88612 2.50818 2.06329
H -5.83883 3.04230 3.44676
H -5.15762 0.67649 3.72580
H -4.48914 1.71003 4.97876
H -1.97518 -1.66686 3.51708
H -4.23073 -1.19375 4.56213
H -3.68753 -2.86692 4.57120
H -5.71793 -1.68800 2.63671
H -6.06611 -2.74800 4.00753
H -5.99355 -4.02181 1.85857
H -4.73845 -4.55951 2.97888
H -4.36755 -2.63352 0.63084
H -3.78832 -4.29618 0.71476
H -1.97711 -2.66528 1.20266
H -2.27635 -3.77258 2.53888


22
Properties=species:S:1:pos:R:3 method="wB97M-V/def2-TZVPD" smiles="COc1nc(C)cnc1C(C)=O" homo_energy_ev=-9.07 e_above_lowest_kj_mol=263.6 e_lumo_ev=0.04 gap_ev=9.11 total_charge=0
C 0.37084 3.00710 0.03299
O -0.59246 1.96544 -0.16007
C -0.14638 0.70212 -0.14666
N 1.19662 0.54633 -0.08179
C 1.76764 -0.70693 -0.04822
C 3.30239 -0.77600 0.04281
C 0.86462 -1.79141 -0.16630
N -0.42577 -1.56886 -0.00928
C -0.99632 -0.43844 -0.08225
C -2.51973 -0.26118 0.03993
C -3.36721 -1.41393 0.01273
O -3.04686 0.87454 -0.07221
H 0.91564 2.74019 0.87481
H 1.00179 3.18134 -0.82534
H 0.00622 4.08513 0.31405
H 3.79195 -1.33349 0.91023
H 3.70026 0.23161 0.12198
H 3.84911 -1.26226 -0.84222
H 1.07842 -2.76663 -0.11462
H -4.38697 -1.03137 -0.09565
H -3.11755 -2.22013 -0.79181
H -3.24623 -1.76314 1.08688


15
Properties=species:S:1:pos:R:3 method="wB97M-V/def2-TZVPD" smiles="CCCNC=O" homo_energy_ev=-9.77 e_above_lowest_kj_mol=42.6 e_lumo_ev=0.87 gap_ev=10.65 total_charge=0
C 1.13472 -0.08414 -1.45106
C -0.34155 -0.14958 -1.06957
C -0.70173 0.76922 0.09875
N -0.04306 0.38218 1.33795
C -0.43572 -0.71966 2.02625
O -1.38758 -1.41576 1.72876
H 1.38465 -0.84200 -2.20015
H 1.39773 0.89640 -1.86677
H 1.77460 -0.26256 -0.57872
H -0.61907 -1.16980 -0.78310
H -0.96561 0.11903 -1.93122
H -1.78157 0.74265 0.27460
H -0.42200 1.80708 -0.11628
H 0.80364 0.84906 1.62206
H 0.20254 -0.92212 2.90851


18
Properties=species:S:1:pos:R:3 method="wB97M-V/def2-TZVPD" homo_energy_ev=-8.98 e_above_lowest_kj_mol=836.9 e_lumo_ev=-4.96 gap_ev=4.02 total_charge=0
O -2.08929 -1.49744 -1.98066
C -1.08016 -0.96650 -1.51393
N 0.20906 -1.41970 -1.53261
C 1.84864 2.00920 1.93770
O 0.73440 1.55919 1.20884
C -1.26123 0.35514 -0.63486
N -1.41623 0.21080 0.79689
H 0.36162 -2.02245 -2.26242
H 1.58472 3.18939 2.26116
H 2.11833 1.28154 2.79701
H 2.82744 2.02926 1.37702
H -2.04840 0.99358 -1.03659
H -0.26749 0.92724 -0.83156
H -2.37103 0.10885 1.11150
H -0.62271 0.40781 1.36213
H 1.86960 -1.09646 -0.02787
H 1.77438 0.12251 0.99632
O 2.12742 -0.79501 0.85555


17
Properties=species:S:1:pos:R:3 method="wB97M-V/def2-TZVPD" homo_energy_ev=-2.34 e_above_lowest_kj_mol=6.3 e_lumo_ev=3.53 gap_ev=5.87 total_charge=-1
C -2.82957 -0.69962 -1.39637
C -1.41764 -1.12067 -0.99631
S -1.31477 -1.91887 0.63191
H -3.25600 -0.11483 -0.57776
H -3.47202 -1.56082 -1.58284
H -2.81277 -0.06660 -2.29401
H -0.74825 -0.25283 -1.05473
H -1.02999 -1.81505 -1.75143
C 1.11283 0.40680 0.96170
C 2.00784 -0.56122 1.09424
C 2.27925 2.40502 0.92737
N 1.37064 1.68845 0.42621
H 0.06826 0.19839 1.18098
H 3.06830 -0.50618 0.87527
H 1.61216 -1.54881 1.30249
H 2.43738 3.39701 0.50667
H 2.92433 2.06984 1.74661


68
Properties=species:S:1:pos:R:3 method="wB97M-V/def2-TZVPD" homo_energy_ev="-13.13 / -12.50" e_above_lowest_kj_mol=129.5 multiplicity=2 e_lumo_ev="-5.47 / -5.45" gap_ev="7.66 / 7.05" total_charge=+2
V 1.31320 0.62508 0.32637
I 3.16533 2.21125 -1.05159
C 2.66146 3.89644 0.08612
I 1.18999 3.36035 1.61343
H 2.17105 4.50762 -0.62227
H 3.51944 4.27249 0.67314
N -3.16915 2.78713 -2.93333
C -1.62754 2.60354 -2.56426
C -0.69602 2.27979 -3.83523
P -1.47238 1.10420 -1.36709
O -2.09253 0.06563 -2.42882
O -2.18123 1.27000 -0.07003
O 0.05964 0.92931 -1.24667
P -1.05665 4.20936 -1.88345
O -1.68776 5.12898 -2.99535
O -1.89914 4.72420 -0.66378
O 0.40569 4.21602 -1.62871
H -3.59443 1.98915 -3.44636
H -3.16974 3.54516 -3.54648
H -3.81488 2.99518 -2.11921
H -0.95544 1.31567 -4.22195
H 0.40446 2.45443 -3.56725
H -1.03476 2.91130 -4.66339
H -2.14882 -0.88741 -2.14319
H -1.43252 6.07603 -2.84322
N 2.89293 0.42648 1.91506
C 2.79227 -0.83481 2.80138
C 2.09067 -0.65929 4.17191
C 0.58518 -1.00749 4.11755
C -0.27591 -0.11498 3.20637
N -0.05327 -0.36307 1.74824
H 3.84103 0.55123 1.51221
H 2.86376 1.23758 2.52356
H 3.79176 -1.15217 2.93723
H 2.33021 -1.54502 2.18456
H 2.20269 0.36951 4.60991
H 2.60575 -1.25451 4.90063
H 0.14273 -0.99756 5.08448
H 0.46858 -2.07431 3.78086
H -0.14483 1.00543 3.45176
H -1.37697 -0.18144 3.26791
H -0.92125 -0.08851 1.33150
H -0.04637 -1.36730 1.51933
C -0.61784 -5.63964 -1.02373
Ge -0.13371 -4.05037 0.03151
C -1.27091 -2.57189 -0.63204
C -0.73797 -4.59630 1.80739
C 1.75442 -3.46961 -0.01471
Se 2.40395 -1.59058 -0.49345
C 2.03531 -1.83170 -2.34738
H -1.72751 -5.50617 -1.03922
H -0.41228 -6.63793 -0.58490
H -0.22813 -5.63467 -2.08820
H -2.24760 -2.45295 -0.18561
H -1.41536 -2.88345 -1.70425
H -0.59716 -1.70344 -0.68334
H -1.42463 -5.39948 1.62037
H -1.13748 -3.78935 2.39063
H 0.08881 -5.16629 2.26053
H 2.17080 -4.01171 -0.87280
H 2.30154 -3.79748 0.84437
H 2.76371 -2.51666 -2.72493
H 2.10282 -0.90235 -2.82862
H 0.98336 -2.11983 -2.47380
I -4.49842 3.63010 0.14063
C -2.45095 4.11436 0.53556
H -2.43491 4.80249 1.34289
H -1.91611 3.18426 0.80123


F_max for the records above, in order: 0.02159 0.02169 0.05293 0.09345 0.00725 0.10107 0.01184 0.04701 Eh/bohr